Entry 1:
DFT (ωB97M-V/def2-TZVPD) results for 11 unconnected molecules or ions with the total composition C5H32N2O11.

XYZ file:
```
50
C5H32N2O11, DFT ωB97M-V/def2-TZVPD
O 0.649 -2.743 -0.377
H -1.374 0.506 -2.233
H 4.338 -0.069 2.012
H -0.355 1.676 1.488
H 1.349 -1.433 -1.542
N -1.095 1.934 0.772
H -1.954 -1.370 0.016
H 0.268 -2.107 4.133
O -2.172 -0.431 -0.067
N 1.674 -0.502 -1.250
H 1.585 -1.012 -4.727
H 1.754 -0.591 -0.228
H 2.302 -2.127 -3.795
H -4.385 2.572 -1.137
H 1.574 0.661 2.709
O -3.431 -1.854 2.035
H -1.330 -3.651 1.419
O 1.830 -1.299 -3.849
C -1.275 3.017 -1.600
H -1.467 0.981 0.473
C -0.383 2.628 -0.320
O -1.799 -4.112 0.717
H 1.329 1.557 0.170
C 0.858 1.823 -0.773
O -3.654 2.544 -0.506
O 0.806 0.592 2.125
H 0.262 0.123 2.818
O 3.936 1.914 -0.582
H 1.516 2.519 -1.297
H -1.765 2.202 -2.169
H -3.112 -0.323 -0.240
C 0.642 0.552 -1.523
H 4.815 -1.119 1.154
H -3.978 2.783 0.364
H -0.151 -3.152 -0.680
H -3.377 -2.121 2.960
H -1.868 2.465 1.137
O 0.488 -1.671 3.306
H -4.363 -1.646 1.903
O 3.986 -0.858 1.579
H 4.236 2.787 -0.286
H -2.711 -4.151 1.024
H 1.079 -3.572 -0.115
H -0.563 -0.968 -2.497
H 3.257 1.800 0.093
O -1.309 4.142 -1.946
H 2.604 -0.264 -1.608
H 0.037 3.535 0.113
H 1.159 -2.147 2.810
C -0.459 -0.019 -1.984
```

Computed properties:
<S²>: 0.758
Charge: +3
Frontier orbital gap (alpha / beta) (eV): 7.673 / 3.778
Multiplicity: 2

***

Entry 2:
DFT (ωB97M-V/def2-TZVPD) results for a molecular structure, C14H27BrN3O4V.

XYZ file:
```
50
C14H27BrN3O4V, DFT ωB97M-V/def2-TZVPD
H 1.315 -3.283 -0.096
H 2.413 1.368 0.630
H 2.295 3.633 1.983
H -0.652 -4.660 -3.794
H -3.616 0.817 0.797
O 0.674 1.278 -1.592
H 2.453 4.410 0.428
C -0.408 -2.952 -1.338
H -0.204 -1.714 2.196
C -1.383 -4.338 -3.050
H 3.881 2.245 1.021
C 2.114 3.491 0.917
H -0.944 3.132 -0.821
V -0.311 -0.091 -1.657
C -1.392 -0.257 1.132
H -0.229 -3.303 0.779
H -1.826 -3.400 -3.369
C 2.962 2.295 0.435
H -4.101 0.567 2.486
H -3.275 2.062 2.015
C 0.594 3.335 0.723
O -1.823 -0.337 -0.027
H -1.593 1.545 3.759
H 0.650 -0.194 1.864
C 0.978 2.491 -1.509
H -2.159 -5.095 -2.965
H 4.206 2.978 -1.225
N 2.229 2.935 -1.846
N -0.738 -4.167 -1.748
H -0.865 -6.212 -1.411
C -3.339 0.989 1.830
H -0.572 0.114 3.602
H 0.787 -5.592 -1.431
H 0.081 4.098 1.311
O -0.667 -1.934 -1.998
H 2.267 3.941 -1.870
H -0.262 -5.311 -0.027
C 3.330 2.354 -1.062
C 0.100 3.430 -0.741
H 0.206 4.449 -1.115
C -0.236 -5.379 -1.113
O 0.544 -1.434 0.282
C 0.334 -2.808 -0.015
H 3.553 1.355 -1.438
C -1.582 0.492 3.476
H 0.291 2.357 1.117
Br -1.733 0.903 -3.248
H -2.244 -0.046 4.157
C -0.054 -0.922 1.459
N -2.050 0.361 2.107
```

Computed properties:
<S²>: 1.194
Charge: +1
Frontier orbital gap (alpha / beta) (eV): 7.399 / 6.010
Multiplicity: 2

***

Entry 3:
DFT (ωB97M-V/def2-TZVPD) results for a molecular structure, C36H39F2N7O3Zr.

XYZ file:
```
88
C36H39F2N7O3Zr, DFT ωB97M-V/def2-TZVPD
H 6.202 2.148 -0.580
C -4.704 -0.998 1.294
C 3.725 0.529 -0.401
H 9.640 0.863 -0.880
C 6.419 1.574 -1.492
H -8.138 -2.787 1.088
H -2.170 3.274 3.601
C 6.634 -0.506 -0.291
H -5.721 1.184 1.271
H 4.623 -0.997 -3.262
H 3.742 -0.078 -5.272
C 2.571 -0.788 -2.553
C -2.811 3.224 -1.208
H -0.121 -1.985 2.614
H 6.277 -1.534 -0.241
C 3.971 -0.627 -2.486
C -2.662 0.259 2.144
H -0.031 2.213 4.182
N -3.656 6.283 -0.073
H -5.931 2.697 3.850
C 7.906 1.608 -1.779
C -0.775 1.656 3.627
H 8.514 1.369 0.198
H -1.096 -2.267 0.348
C -1.206 -1.903 2.499
H 0.354 -0.159 3.630
C -5.279 -1.535 2.437
C 1.779 -0.269 -1.514
N 1.972 -1.436 -3.620
C -1.678 -1.024 -2.610
H 8.365 -1.054 -1.468
O -0.409 0.077 -0.664
H 8.144 1.097 -2.710
C 2.771 -1.954 -4.753
C 2.373 0.395 -0.426
C -6.623 -1.762 -0.029
H 6.428 -0.035 0.681
H -5.442 1.005 3.780
H 0.244 -2.042 -4.560
C -1.561 -2.686 1.242
H 3.724 -1.291 -6.556
C -6.513 -2.170 2.345
C -1.975 2.256 3.288
C 4.550 0.025 -1.427
C 8.128 -0.540 -0.539
F -4.764 -0.564 -0.998
H -2.635 -2.774 1.081
H 8.290 2.626 -1.809
N 8.637 0.870 -0.687
H -7.111 -1.825 -0.991
H 5.905 2.064 -2.319
N -2.861 4.417 -1.507
C -4.293 2.322 2.483
C -5.414 -1.148 0.114
H -6.960 -2.580 3.241
H 2.253 -0.401 -6.163
H -6.034 2.897 1.401
C 0.637 -1.544 -3.683
C 0.350 -0.402 -1.579
C -3.295 5.402 -0.719
H -4.761 2.341 0.335
H 3.641 -2.467 -4.347
H 1.753 0.793 0.367
C -7.180 -2.289 1.135
C 3.145 -0.861 -5.739
O -2.191 -1.779 -1.709
H -2.922 -2.597 3.639
C -0.184 -1.061 -2.708
C -1.487 -0.403 2.571
H -4.776 -1.431 3.390
H -4.017 3.379 2.506
N -2.709 2.059 -0.978
Zr -2.572 0.046 -0.600
N -3.485 -0.348 1.144
H 8.665 -1.004 0.286
O -2.290 -0.012 -2.991
F 4.320 1.165 0.622
H -1.574 -2.060 4.648
N 5.973 0.185 -1.396
C -1.835 -2.579 3.726
C -5.238 2.159 1.294
C -5.071 2.032 3.777
H -4.452 2.175 4.663
H -1.493 -3.611 3.802
H 2.162 -2.716 -5.234
H -1.174 -3.702 1.342
C -2.956 1.582 2.569
C -0.553 0.334 3.298
```

Computed properties:
Charge: +2
Frontier orbital gap (eV): 6.595

***

Entry 4:
DFT (ωB97M-V/def2-TZVPD) results for H2NO2P in the gas phase.

XYZ file:
```
6
H2NO2P, DFT ωB97M-V/def2-TZVPD
P 0.693 -1.141 -0.951
H 0.587 1.244 0.798
H -1.080 1.428 0.431
O -0.317 -0.195 -0.004
N -0.203 1.212 0.118
O 0.320 -2.548 -0.393
```

Computed properties:
Charge: 0
Frontier orbital gap (eV): 9.423
SMILES: NOP=O

***

Entry 5:
DFT (ωB97M-V/def2-TZVPD) results for C3H8N2S in the gas phase.

XYZ file:
```
14
C3H8N2S, DFT ωB97M-V/def2-TZVPD
C -1.369 0.813 -0.310
S -1.948 -0.970 -0.207
C 1.082 0.618 -0.387
C -0.061 0.955 0.465
H 1.708 -2.383 0.150
H -1.306 1.356 -1.310
H -0.672 -1.661 -0.454
H -2.156 1.363 0.212
H -0.181 0.171 1.287
N 1.682 -0.526 -0.494
H 1.645 1.571 -0.836
H 0.154 1.876 0.884
N 0.994 -1.636 0.081
H 0.428 -1.547 0.917
```

Computed properties:
Charge: 0
Frontier orbital gap (eV): 9.815
SMILES: N/N=C\CCS

***

Entry 6:
DFT (ωB97M-V/def2-TZVPD) results for 2 unconnected molecules or ions with the total composition C5H5Cl2O2.

XYZ file:
```
14
C5H5Cl2O2, DFT ωB97M-V/def2-TZVPD
H 2.057 -2.339 1.649
C -1.212 0.390 0.194
C 1.476 -0.439 0.842
H 0.397 -1.655 2.039
H -1.007 2.125 -1.043
C 1.274 -1.479 1.596
Cl -2.183 1.316 1.426
O 3.530 -0.620 0.293
C 2.758 0.373 0.270
H -2.465 0.994 -1.575
O 2.693 1.523 0.082
Cl -1.855 -1.198 0.070
C -1.425 1.137 -1.095
H -0.868 0.644 -1.841
```

Computed properties:
Charge: -1
Frontier orbital gap (alpha / beta) (eV): 6.155 / 7.262

***

Entry 7:
DFT (ωB97M-V/def2-TZVPD) results for C18H19BrINS in the gas phase.

XYZ file:
```
41
C18H19BrINS, DFT ωB97M-V/def2-TZVPD
H -0.884 3.043 1.573
I -1.083 -3.677 -2.746
H -0.670 -3.379 -5.326
C 0.995 -0.474 2.226
H -0.850 -1.178 4.968
H -3.538 2.449 2.811
H 1.092 -2.024 3.720
C -1.221 0.445 3.617
H 2.867 -2.926 -0.123
H 0.891 -3.520 -4.503
C 1.533 -1.020 -4.175
C 2.443 -2.066 -0.631
C 1.310 0.101 -1.938
C 1.458 0.118 -0.561
S 0.982 1.522 0.396
H -2.097 0.771 4.162
C 0.569 -1.140 3.371
C 2.017 -0.970 0.107
C 0.117 -1.485 -4.563
Br -2.576 1.744 0.312
H -2.606 4.605 1.451
C -0.828 1.107 2.456
H 0.849 0.957 -2.421
C -0.065 -3.000 -4.510
C 1.750 -0.988 -2.686
N 2.127 -0.907 1.510
H 1.676 -0.019 -4.589
C 0.307 0.653 1.782
C -0.526 -0.663 4.072
H -2.209 2.896 3.900
H -3.829 4.758 2.702
H -2.119 5.088 3.067
H 2.267 -1.682 -4.641
H -0.125 -1.114 -5.561
H 2.670 -2.921 -2.575
C -1.590 2.293 1.929
C 2.326 -2.061 -2.012
C -2.582 2.969 2.879
C -2.805 4.445 2.514
H 2.542 -1.736 1.908
H -0.587 -1.011 -3.874
```

Computed properties:
Charge: 0
Frontier orbital gap (eV): 8.256
SMILES: CC[C@H](Br)c1cccc2c1Sc1cc(CCCI)ccc1N2

***

Entry 8:
DFT (ωB97M-V/def2-TZVPD) results for a molecular structure, C47H39GeN4O3RuS2.

XYZ file:
```
97
C47H39GeN4O3RuS2, DFT ωB97M-V/def2-TZVPD
C 2.253 2.514 -1.825
H -1.357 -8.030 -2.662
N -2.645 -2.636 -0.043
C 1.308 3.059 2.135
H -1.699 0.496 -3.762
H -3.523 -7.127 -1.905
H 3.354 8.464 0.261
N -2.450 -1.422 0.483
C -0.449 -5.294 2.227
S 2.702 -2.124 3.413
H -1.388 -6.788 3.440
C -4.471 0.709 2.648
H -1.723 4.286 -4.835
H 0.891 2.070 2.277
C 1.911 -0.925 -1.197
C 3.235 -1.640 -1.279
H -4.363 -1.416 1.185
H 0.608 -7.134 4.851
C 2.545 4.903 3.036
C 1.246 -0.577 -2.403
H 4.051 -0.956 -1.516
C -2.263 1.281 1.769
C -0.111 -0.099 -2.491
H -0.440 0.176 -5.878
C -3.370 0.371 1.833
H 0.683 -6.653 -2.489
H 2.623 -5.781 4.486
H 3.090 5.378 3.841
O -1.198 1.084 1.067
C 1.951 3.687 3.213
C -2.708 -5.262 -1.264
C -1.551 -3.144 -0.571
C 0.026 -0.023 -4.922
Ru -0.601 -0.713 0.319
H -3.641 -4.859 -0.908
C 1.762 -5.641 3.848
H 2.037 2.323 -2.870
C 1.354 -0.433 -4.851
C 1.736 4.955 0.726
C -2.364 2.485 2.505
H -5.289 0.004 2.697
H 3.614 7.264 2.400
C -1.557 -4.481 -1.164
S -0.062 -1.326 2.556
H 2.701 3.497 -1.723
C 1.807 -4.692 2.829
N 2.161 -1.165 1.044
Ge 0.560 2.418 -0.620
H -1.313 -5.142 1.597
C -0.267 -6.260 -2.151
H 3.236 -3.607 1.625
C -1.414 -7.035 -2.244
C 0.693 -4.550 2.005
H 1.997 3.187 4.170
H 0.714 -3.836 1.194
C -0.489 -6.216 3.258
C -3.072 4.381 -1.742
H -3.974 4.676 -1.225
H 3.451 -2.077 -0.307
H 1.941 -0.530 -5.753
H 3.864 -4.192 3.195
C -0.866 3.398 -1.676
H -5.363 2.074 4.019
N 1.407 -0.737 0.045
H 2.971 -0.999 -3.625
C -1.814 4.153 -3.764
C 1.933 -0.704 -3.636
H 0.536 -4.364 -1.549
C -2.630 -6.525 -1.814
C 2.143 6.921 -0.630
O -0.425 -2.519 -0.549
C 2.899 7.494 0.405
H -3.771 5.023 -3.666
C 2.993 -3.808 2.666
C 1.642 -1.455 2.186
C 3.043 6.830 1.589
C -4.515 1.865 3.381
C 1.586 5.682 -0.472
C -2.961 4.569 -3.110
H 0.998 5.242 -1.264
C -2.032 3.801 -1.038
H 2.967 1.769 -1.488
O -0.861 0.184 -1.468
H -3.482 3.690 3.861
H 3.195 -2.427 -2.031
C 0.627 -6.402 4.055
H -1.530 3.171 2.434
C -0.340 -4.991 -1.621
C -3.450 2.767 3.298
H 0.097 3.224 -3.581
C -0.676 0.151 -3.752
C 1.201 3.653 0.903
H -2.122 3.649 0.028
C -3.428 -0.860 1.140
C -0.785 3.558 -3.054
H 2.009 7.470 -1.552
C 2.451 5.567 1.795
```

Computed properties:
Charge: -1
Frontier orbital gap (alpha / beta) (eV): 4.309 / 4.305

***

Entry 9:
DFT (ωB97M-V/def2-TZVPD) results for 13 unconnected molecules or ions with the total composition C4H36N2O12S.

XYZ file:
```
55
C4H36N2O12S, DFT ωB97M-V/def2-TZVPD
H 2.229 0.423 -1.777
O -3.426 -3.689 -0.017
H -1.589 -2.132 3.435
H 1.081 1.294 1.998
H 2.504 4.468 1.454
H 1.842 2.816 -0.670
H -0.718 -1.709 0.408
H -1.464 -1.267 -5.199
H 1.170 -1.940 -3.595
N -0.577 0.434 -0.081
C 0.714 1.096 -0.147
H -2.869 -3.049 -0.596
H -0.784 0.228 -1.041
O 0.284 -3.216 -1.513
O 2.648 -0.296 -2.105
H -3.192 -2.279 3.269
H -0.036 -3.106 -0.536
H -1.475 1.231 1.697
H -1.608 2.251 0.318
H 1.667 1.620 4.620
H 1.180 -0.502 -3.043
H -2.632 1.441 -2.565
H 1.583 -2.400 -0.074
H -0.196 -3.784 -2.088
H -2.823 -3.943 0.635
H -0.788 0.234 4.433
N 0.127 2.517 -1.928
H 1.210 0.500 -0.962
O -2.480 0.666 -2.158
H 2.349 4.031 2.806
C -1.605 1.250 0.640
H -2.970 0.053 -2.806
S 3.396 1.254 1.011
O 1.786 4.455 2.111
H -0.609 1.868 -1.872
H 0.723 2.433 3.765
H -0.998 -1.476 -3.706
H -0.325 3.334 -2.196
H 3.999 0.110 0.663
O 2.489 -1.990 -0.026
H 3.500 -0.229 -2.603
C 1.545 0.742 1.104
O -1.533 -0.037 3.862
H -2.562 0.792 0.417
H 2.608 -1.359 -0.813
C 0.713 2.628 -0.566
O -2.279 -2.539 2.974
O -0.653 -2.549 0.811
H -1.478 -2.829 1.378
H 0.089 3.106 0.144
O 0.759 1.667 4.359
O 0.815 -1.043 -3.664
O -1.738 -1.410 -4.243
H 1.625 -0.329 1.317
H -1.230 0.162 2.960
```

Computed properties:
Charge: 0
Frontier orbital gap (eV): 9.313

***

Entry 10:
DFT (ωB97M-V/def2-TZVPD) results for 9 unconnected molecules or ions with the total composition C9H36O12.

XYZ file:
```
57
C9H36O12, DFT ωB97M-V/def2-TZVPD
O -1.584 -3.418 1.443
C 1.932 -2.087 -1.186
H -2.093 -0.459 -1.518
H -2.576 0.576 1.641
O -4.213 -2.791 -2.764
H -4.132 -0.679 -2.812
O 2.340 2.796 -0.821
H 5.483 -1.873 -1.654
O 1.053 1.998 3.460
H 1.251 1.189 2.955
H -0.265 -1.092 1.853
O -0.490 1.235 -3.586
H -1.152 -3.684 2.248
H 2.929 0.016 0.955
H 1.586 2.239 -1.080
H -3.074 -2.147 1.252
C -1.300 -1.000 1.479
H -4.320 -1.557 -1.235
H 4.392 -2.228 -2.960
H -1.358 2.372 3.127
C 3.401 -1.595 -1.096
C -3.831 -1.570 -2.227
H -1.884 -2.272 -1.343
H 1.174 -1.320 -1.212
H -3.777 -2.844 -3.636
H 1.837 -2.566 -2.155
H 2.471 1.486 0.922
H -0.636 1.298 -2.645
O -0.147 1.202 -0.645
H 4.516 -3.382 -1.593
H 4.655 -1.850 0.387
H -0.853 -1.989 -3.164
H -2.369 -2.166 2.881
H -0.310 4.959 2.869
H -0.896 1.543 -0.093
H -0.768 0.328 -3.846
H 0.444 0.822 0.002
O 3.733 -1.607 0.347
H -2.015 2.864 1.381
C -0.230 3.945 3.271
O -1.535 3.321 3.221
O -1.840 0.151 2.129
C 4.497 -2.311 -1.856
H -1.174 -0.756 0.432
C -2.295 -1.455 -1.958
H 2.576 3.196 -1.669
H 3.432 -0.527 -1.267
O -1.640 -1.443 -3.207
O -2.534 2.531 0.610
C -2.196 -2.190 1.813
H 1.728 -2.731 -0.351
H -3.319 3.118 0.641
O 2.172 0.593 1.096
H -0.013 4.077 4.351
H 0.561 2.893 1.588
H 1.794 3.709 2.609
C 0.862 3.132 2.619
```

Computed properties:
Charge: 0
Frontier orbital gap (eV): 10.510
SMILES: CC(C)O.OCCO.OCCO.OCCO.O.O.O.O.O